{
  "formula": "CH9N4",
  "method": "wB97M-V/def2-TZVPD",
  "charge": 1,
  "e_homo_ev": -15.10,
  "de_lowest_ev": 0.268,
  "max_force_ev_per_a": 1.59,
  "energy_ev": -7138.4842,
  "spin_multiplicity": 1,
  "elements": ["N", "H", "H", "H", "N", "C", "N", "N", "H", "H", "H", "H", "H", "H"],
  "positions_angstrom": [[0.62489, -2.44411, 0.69598], [-0.15343, -3.12362, 0.63874], [1.38252, -2.82876, 0.09532], [0.97469, -2.65562, 1.66043], [0.03375, -0.03543, -0.92213], [-0.30569, 1.10451, -0.32235], [-0.70124, 1.09435, 0.95255], [-0.33203, 2.26999, -0.96226], [0.25678, -0.85462, -0.33423], [0.49619, 0.00112, -1.81302], [-0.73399, 0.17409, 1.34947], [-0.35857, 1.85644, 1.49216], [-0.40363, 2.35331, -1.97250], [-0.78022, 3.08834, -0.55819]],
  "mulliken_charge": [-0.947, 0.264, 0.273, 0.283, -0.251, 0.612, -0.392, -0.384, 0.270, 0.275, 0.235, 0.244, 0.259, 0.260]
}

---

{
  "formula": "C9H14O2",
  "method": "wB97M-V/def2-TZVPD",
  "charge": 0,
  "e_homo_ev": -8.81,
  "de_lowest_ev": 7.894,
  "max_force_ev_per_a": 5.69,
  "energy_ev": -13647.7629,
  "spin_multiplicity": 1,
  "elements": ["C", "C", "C", "C", "C", "C", "C", "C", "C", "H", "H", "H", "H", "H", "H", "H", "H", "H", "H", "H", "H", "H", "H", "O", "O"],
  "positions_angstrom": [[-2.61466, -0.12827, 0.14408], [-1.26861, -0.82401, 0.34057], [-0.13501, -0.10081, 0.81533], [1.07364, -0.73469, 1.39910], [1.91538, -1.26395, 0.14596], [1.96401, -0.03607, -0.94253], [1.49776, 1.34055, -0.34125], [0.06592, 1.27649, 0.02402], [-0.72289, 2.29335, -0.10908], [-2.99719, -1.12102, -1.58134], [-2.64486, 1.16863, -0.09999], [-3.27714, -0.44509, 1.42247], [-1.54800, -1.87309, 0.74286], [1.46415, -0.14930, 2.14516], [0.59323, -1.64674, 1.82413], [2.85034, -1.59462, 0.45181], [0.46176, -1.65483, -1.34348], [1.08443, -0.33913, -1.67417], [2.90518, 0.01173, -1.48380], [1.74947, 2.23225, -1.07137], [2.05776, 1.59576, 0.55260], [-0.57688, 3.22554, -0.59643], [-1.62086, 2.20450, 0.52168], [-3.44030, -1.15166, -0.64906], [1.16336, -2.28551, -0.63728]],
  "mulliken_charge": [-0.452, -0.579, 0.975, -0.961, -0.236, -0.711, -0.872, 0.558, -1.263, 0.312, 0.174, 0.190, 0.258, 0.469, 0.344, 0.555, 0.418, 0.151, 0.364, 0.350, 0.315, 0.373, 0.350, -0.473, -0.611]
}

---

{
  "formula": "C4H7NO",
  "method": "wB97M-V/def2-TZVPD",
  "charge": 0,
  "e_homo_ev": -9.62,
  "de_lowest_ev": 1.711,
  "max_force_ev_per_a": 0.67,
  "energy_ev": -7797.9329,
  "smiles": "C[C@H]1NCC1=O",
  "spin_multiplicity": 1,
  "elements": ["C", "C", "N", "C", "C", "O", "H", "H", "H", "H", "H", "H", "H"],
  "positions_angstrom": [[1.21076, -1.09565, -0.67524], [0.55441, 0.11203, -0.03744], [-0.62603, 0.67609, -0.74112], [-1.38980, 0.86651, 0.50908], [-0.42536, -0.14792, 1.11680], [-0.53063, -1.00087, 1.95215], [1.71737, -0.81154, -1.60279], [0.45352, -1.84817, -0.91099], [1.95053, -1.54197, -0.00117], [1.31080, 0.87255, 0.23281], [-0.46805, 1.51385, -1.28765], [-2.43065, 0.53226, 0.48944], [-1.32687, 1.87283, 0.95613]],
  "mulliken_charge": [-1.323, 0.376, -0.521, -0.302, 0.323, -0.549, 0.330, 0.323, 0.315, 0.279, 0.245, 0.266, 0.239]
}

---

{
  "formula": "C9H30GaN4OP",
  "method": "wB97M-V/def2-TZVPD",
  "charge": 0,
  "e_homo_ev": -5.80,
  "max_force_ev_per_a": 1.15,
  "energy_ev": -79487.1187,
  "spin_multiplicity": 1,
  "elements": ["N", "P", "Ga", "N", "C", "N", "H", "H", "H", "H", "H", "H", "H", "H", "H", "H", "C", "C", "N", "C", "C", "C", "C", "C", "O", "C", "H", "H", "H", "H", "H", "H", "H", "H", "H", "H", "H", "H", "H", "H", "H", "H", "H", "H", "H", "H"],
  "positions_angstrom": [[-2.21400, 0.03320, 3.92185], [-0.65791, -0.25813, 3.60077], [0.15054, -2.40317, 4.21432], [-0.37919, -2.87502, 5.99445], [2.18155, -2.31003, 4.02109], [2.80251, -1.60532, 5.18562], [-2.27065, 0.86735, 4.49574], [0.18298, 0.72451, 4.19556], [-0.37176, -0.10339, 2.19292], [-0.46704, -3.45935, 3.16412], [-0.98805, -3.68255, 5.96523], [-0.90868, -2.14752, 6.45878], [2.38590, -1.73301, 3.11470], [2.64806, -3.28067, 3.90313], [2.10302, -1.05730, 5.66386], [3.53388, -0.98274, 4.87354], [-1.16974, 1.88020, -0.42618], [-1.47893, 1.09675, -1.67891], [-0.71250, 1.51084, -2.92099], [-1.24177, 2.85331, -3.33396], [-1.07259, 0.58601, -4.06204], [-0.62052, -0.86029, -3.98697], [0.77632, 1.72044, -2.73566], [1.67629, 0.59414, -2.25083], [1.42880, 0.22537, -0.92505], [1.07632, -1.13586, -0.70223], [-1.42657, 2.93692, -0.52329], [-1.77444, 1.48013, 0.38834], [-0.13237, 1.79765, -0.11763], [-2.52797, 1.22615, -1.94476], [-1.31537, 0.03462, -1.53195], [-2.31190, 2.76756, -3.49250], [-0.74789, 3.15128, -4.25387], [-1.03085, 3.57112, -2.55028], [-0.68352, 1.05572, -4.96408], [-2.15932, 0.62529, -4.10552], [0.41936, -0.98371, -4.27158], [-1.19976, -1.42244, -4.71811], [-0.79193, -1.32374, -3.01822], [0.86325, 2.55253, -2.04165], [1.13347, 2.05388, -3.71106], [2.68549, 1.02150, -2.29667], [1.68737, -0.26388, -2.91858], [1.51277, -1.80462, -1.44709], [-0.01259, -1.24633, -0.71130], [1.41993, -1.42738, 0.28694]],
  "mulliken_charge": [-0.762, 0.322, 0.069, -0.529, -0.499, -0.635, 0.185, 0.034, -0.195, -0.264, 0.179, 0.191, 0.163, 0.324, 0.227, 0.210, -1.219, -0.293, 0.004, -1.094, -0.369, -1.140, -0.675, -0.565, -0.347, -0.393, 0.316, 0.433, 0.271, 0.478, 0.184, 0.415, 0.437, 0.467, 0.384, 0.438, 0.340, 0.431, 0.285, 0.495, 0.394, 0.395, 0.281, 0.349, 0.214, 0.062]
}

---

{
  "formula": "C5H12N2",
  "method": "wB97M-V/def2-TZVPD",
  "charge": -1,
  "e_homo_ev": [-1.55, -1.44],
  "de_lowest_ev": 1.978,
  "max_force_ev_per_a": 1.96,
  "energy_ev": -8356.3313,
  "spin_multiplicity": 2,
  "elements": ["C", "C", "C", "C", "C", "N", "N", "H", "H", "H", "H", "H", "H", "H", "H", "H", "H", "H", "H"],
  "positions_angstrom": [[-2.48632, 0.25268, -0.55319], [-1.17851, -0.16631, 0.10696], [-0.09680, 0.88618, -0.11160], [1.21236, 0.42902, 0.56031], [1.75966, -0.87632, -0.13999], [1.19398, -1.15581, -1.42164], [0.88283, 0.37618, 1.99954], [-3.30647, -0.42298, -0.29413], [-2.41678, 0.29861, -1.64082], [-2.79029, 1.26191, -0.24657], [-0.81446, -1.06831, -0.38897], [-1.28997, -0.32791, 1.17990], [-0.10266, 1.19006, -1.15814], [-0.41657, 1.80442, 0.41209], [1.49070, -1.69103, 0.56447], [2.86086, -0.86350, -0.15905], [1.90835, -1.11344, -2.08485], [1.92917, 1.24400, 0.86427], [1.66092, -0.05743, 2.51141]],
  "mulliken_charge": [-1.321, -0.312, -0.931, 0.230, -0.751, -0.840, -0.687, 0.358, 0.316, 0.322, 0.293, 0.283, 0.458, 0.448, 0.217, 0.411, 0.021, 0.244, 0.241]
}

---

{
  "formula": "C20H35N2O10P2",
  "method": "wB97M-V/def2-TZVPD",
  "charge": -1,
  "e_homo_ev": -4.85,
  "max_force_ev_per_a": 5.63,
  "energy_ev": -63335.9335,
  "spin_multiplicity": 1,
  "elements": ["C", "C", "C", "C", "C", "C", "C", "P", "C", "C", "N", "O", "C", "C", "C", "O", "C", "C", "O", "P", "N", "O", "O", "O", "H", "H", "H", "H", "H", "H", "H", "H", "H", "H", "H", "H", "H", "H", "H", "H", "H", "H", "H", "H", "H", "H", "H", "H", "H", "H", "H", "H", "H", "H", "H", "C", "C", "C", "O", "C", "C", "C", "O", "O", "O", "H", "H", "H", "H"],
  "positions_angstrom": [[4.19375, 0.70018, 2.32779], [4.35731, -0.73040, 1.60548], [3.76482, -0.74410, 0.08215], [2.15709, -0.78677, 0.03473], [1.52398, -2.23493, -0.26314], [0.04169, -2.12995, -0.95382], [-1.13457, -2.58927, 0.07788], [-1.09206, -1.51789, 1.69663], [-2.18917, -2.69641, 2.72512], [-1.40276, -3.65265, 3.73304], [-1.13943, -3.31352, 5.00248], [-0.63313, -0.43494, 2.98654], [-0.98413, 0.86972, 2.40265], [-2.45788, 0.77896, 1.66177], [-2.52802, 1.33897, 0.12221], [-2.48003, 2.80199, 0.05018], [-1.21937, 3.28033, -0.45305], [-0.28733, 4.03829, 0.64191], [-0.88262, 3.12102, -1.67071], [-3.86677, 1.48099, 2.76530], [-3.33517, 1.94954, 4.21189], [-5.03996, 0.24319, 3.04750], [-4.66190, 2.82653, 2.05919], [-2.61158, -0.66545, 1.41080], [4.60518, 1.55257, 1.65360], [4.79913, 0.76117, 3.30682], [3.08627, 0.94446, 2.54774], [5.49620, -0.91168, 1.49572], [3.89410, -1.55268, 2.25397], [4.25031, -1.54534, -0.57597], [4.08197, 0.28590, -0.35684], [1.72222, -0.42978, 1.05104], [1.77506, -0.02441, -0.74386], [1.52011, -2.94387, 0.65008], [2.22165, -2.74917, -1.03967], [-0.13523, -1.06523, -1.36026], [0.07525, -2.80876, -1.89806], [-0.90476, -3.70426, 0.30496], [-2.17788, -2.50761, -0.42650], [0.10203, -2.24793, 2.10061], [-0.44014, -0.55836, 0.83678], [-2.74803, -3.38724, 1.97685], [-3.00647, -2.05637, 3.21862], [-1.04934, -4.70572, 3.41570], [-0.62517, -4.07300, 5.48006], [-0.16603, 1.38278, 1.75263], [-0.92925, 1.53272, 3.35624], [-1.74272, 0.81684, -0.53286], [-3.57570, 1.02505, -0.26151], [0.09006, 4.99568, 0.14539], [-0.95628, 4.30017, 1.54339], [0.52933, 3.34084, 1.03209], [-3.56587, 2.95525, 4.35224], [-5.83046, 0.57207, 2.55594], [-4.33502, 3.66902, 2.46373], [1.66628, -0.54926, -4.59255], [1.88213, -0.58528, -5.90873], [1.37230, 0.48774, -6.80920], [1.60550, 0.43183, -8.00778], [0.59726, 1.57811, -6.20891], [0.37767, 1.61213, -4.89123], [0.91070, 0.55531, -3.98992], [0.70729, 0.63040, -2.79248], [-0.34188, 2.61628, -4.31926], [2.58143, -1.60791, -6.48552], [2.03286, -1.32018, -3.92701], [0.21787, 2.34111, -6.87530], [-0.36324, 2.41516, -3.35436], [2.60060, -1.40193, -7.44095]],
  "mulliken_charge": [-0.825, -0.426, -0.888, 1.051, -0.782, 0.284, -1.437, 1.664, -0.551, 0.011, -0.653, -0.772, -0.417, 0.862, -0.457, -0.306, 0.740, -0.877, -0.703, 0.799, -0.877, -0.489, -0.527, -0.533, 0.243, 0.318, 0.101, 0.309, 0.281, 0.361, 0.279, -0.184, -0.387, 0.244, 0.466, -0.360, 0.332, 0.266, 0.218, 0.123, -0.773, 0.287, 0.274, 0.300, 0.224, -0.179, 0.360, -0.023, 0.351, 0.351, 0.283, 0.194, 0.149, 0.305, 0.301, -1.042, 0.465, 0.929, -0.642, -0.675, 0.151, 0.811, -0.362, -0.607, -0.597, 0.528, 0.439, 0.364, 0.330]
}

---

{
  "formula": "C5H6OS",
  "method": "wB97M-V/def2-TZVPD",
  "charge": 0,
  "e_homo_ev": -7.59,
  "de_lowest_ev": 3.191,
  "max_force_ev_per_a": 4.30,
  "energy_ev": -18161.4467,
  "spin_multiplicity": 1,
  "elements": ["C", "C", "C", "C", "C", "O", "S", "H", "H", "H", "H", "H", "H"],
  "positions_angstrom": [[-0.06194, -2.09761, -0.02968], [-0.12373, -0.21716, -1.36211], [0.61570, -1.05525, 0.52451], [-0.31937, 0.86199, -2.38577], [1.22922, -1.05579, 1.82286], [0.58128, 0.04543, -0.31169], [-0.71806, -1.71695, -1.55148], [-1.01416, 1.63778, -2.01009], [-0.54127, 0.28208, -3.32565], [0.62962, 1.33567, -2.49658], [1.01225, -0.15190, 2.35686], [2.35315, -1.30350, 1.82336], [0.83368, -1.72578, 2.52215]],
  "mulliken_charge": [-0.697, 0.642, 0.701, -0.913, -1.287, -0.332, 0.074, 0.267, 0.319, 0.303, 0.328, 0.226, 0.369]
}